1.
{"formula": "C22H78O28", "method": "the ωB97M-V functional and the def2-TZVPD basis", "e_homo_ev": -9.251, "homo_lumo_gap_ev": 9.16, "total_charge": 0, "lumo_energy_ev": -0.087, "multiplicity": 1, "symbols": ["O", "H", "H", "O", "H", "H", "O", "H", "H", "O", "H", "H", "O", "H", "H", "O", "H", "H", "C", "C", "O", "O", "H", "H", "H", "H", "H", "H", "C", "C", "O", "O", "H", "H", "H", "H", "H", "H", "C", "C", "O", "O", "H", "H", "H", "H", "H", "H", "C", "C", "O", "O", "H", "H", "H", "H", "H", "H", "C", "C", "O", "O", "H", "H", "H", "H", "H", "H", "C", "C", "O", "O", "H", "H", "H", "H", "H", "H", "C", "C", "O", "O", "H", "H", "H", "H", "H", "H", "C", "C", "O", "O", "H", "H", "H", "H", "H", "H", "C", "C", "O", "O", "H", "H", "H", "H", "H", "H", "C", "C", "O", "O", "H", "H", "H", "H", "H", "H", "C", "C", "O", "O", "H", "H", "H", "H", "H", "H"], "xyz": [[2.74325, -0.97762, 1.74557], [3.55835, -1.39840, 1.39716], [2.03054, -1.51000, 1.38791], [-2.37369, 2.01532, -1.67767], [-1.54785, 2.05438, -2.16386], [-3.04997, 2.22999, -2.33891], [0.69576, -2.62312, -3.24868], [1.64251, -2.58199, -3.22596], [0.52994, -3.33216, -2.64927], [1.80200, 3.15721, 1.88773], [2.27784, 3.88057, 2.35916], [1.98734, 2.36086, 2.37425], [-3.50914, 0.96814, 0.76675], [-2.78035, 0.94199, 0.15871], [-3.05778, 1.23118, 1.54694], [2.50704, 1.02188, 3.43404], [3.19381, 0.95699, 4.06295], [2.62532, 0.31435, 2.80122], [-5.36864, -2.02296, 2.52736], [-4.60367, -2.33397, 1.23525], [-3.38216, -1.73365, 1.40818], [-6.55775, -2.73153, 2.51934], [-5.46875, -0.90801, 2.56938], [-4.74777, -2.26228, 3.41984], [-5.09350, -1.91404, 0.42803], [-4.47795, -3.42079, 1.13118], [-3.57069, -0.75503, 1.36970], [-7.16948, -2.25069, 1.94005], [2.48983, -4.12971, -0.32341], [2.08050, -5.46980, 0.27329], [3.13399, -6.32705, 0.03355], [1.67761, -3.10942, 0.25403], [2.40853, -4.09683, -1.42923], [3.44847, -3.81065, -0.09715], [1.18515, -5.86067, -0.15237], [1.89454, -5.44378, 1.33289], [2.92937, -6.58869, -0.92397], [0.76720, -3.22251, -0.04099], [-1.88855, -4.89947, 1.61585], [-1.90961, -6.20579, 0.86871], [-2.24021, -7.20150, 1.76325], [-1.93874, -3.94418, 0.68868], [-0.89410, -4.72765, 2.07399], [-2.73377, -4.79130, 2.21625], [-0.96199, -6.57629, 0.49270], [-2.61168, -6.15117, 0.02658], [-2.69517, -7.83115, 1.21414], [-2.30569, -3.15397, 1.01748], [-0.37074, 3.26842, -5.24704], [-0.79532, 2.10801, -4.30455], [-0.22971, 2.24007, -3.05201], [-0.93755, 3.14716, -6.49358], [0.67087, 3.34853, -5.39138], [-0.78184, 4.20123, -4.85746], [-0.47002, 1.20993, -4.84495], [-1.85834, 2.03908, -4.24490], [0.72997, 2.17290, -3.05117], [-1.00093, 4.01534, -6.79555], [0.34441, 4.49395, -0.82592], [0.41147, 5.90193, -0.20081], [-0.79672, 6.29913, 0.40644], [1.71019, 4.09391, -1.21368], [-0.36620, 4.32342, -1.65590], [0.02811, 3.84886, -0.01522], [0.79422, 6.66314, -0.89282], [1.20292, 5.94140, 0.51987], [-1.54672, 6.03954, -0.10505], [1.88451, 3.25999, -0.92423], [3.11727, -0.68307, -2.69822], [2.27228, 0.31421, -3.38609], [2.51648, 1.61101, -2.87334], [3.24406, -1.91195, -3.42962], [2.71346, -0.72533, -1.67171], [4.15071, -0.31550, -2.59248], [1.24349, 0.06683, -3.38703], [2.48660, 0.37114, -4.52052], [2.58500, 1.61043, -1.92135], [3.94581, -1.75643, -4.13314], [-1.71469, -2.51199, 4.15529], [-0.51048, -1.57568, 3.81344], [-0.02338, -1.99142, 2.56282], [-2.12278, -2.18503, 5.43151], [-1.32431, -3.48421, 4.23521], [-2.47293, -2.58699, 3.42797], [0.14487, -1.62736, 4.67772], [-0.77658, -0.49669, 3.78298], [0.53147, -2.74555, 2.74598], [-2.87115, -2.75247, 5.60107], [-0.08576, -0.49827, -0.54385], [0.37106, 0.70453, 0.26585], [1.43732, 1.47666, -0.24103], [-0.86883, -1.30458, 0.19542], [0.82136, -1.01881, -0.95270], [-0.59362, -0.17529, -1.42983], [0.66733, 0.30058, 1.29002], [-0.44238, 1.39997, 0.48514], [1.66225, 2.00240, 0.53223], [-0.54942, -1.28176, 1.15582], [-2.88445, -1.92526, -3.10589], [-2.59853, -0.56483, -3.70594], [-2.42873, -0.63873, -5.16260], [-3.15000, -1.78067, -1.69076], [-2.12069, -2.67551, -3.27755], [-3.70524, -2.35393, -3.72894], [-1.65967, -0.24192, -3.21336], [-3.36012, 0.16270, -3.48264], [-2.96270, 0.09014, -5.47067], [-2.31716, -1.52840, -1.33804], [-1.74835, 4.41578, 2.87756], [-0.50397, 5.23869, 3.29196], [0.11083, 4.36097, 4.15994], [-1.10725, 3.50744, 2.03776], [-2.43770, 4.93256, 2.20422], [-2.21845, 3.98978, 3.70271], [-0.74671, 6.16684, 3.92693], [0.25037, 5.49360, 2.51630], [0.88522, 4.85028, 4.52349], [-0.23959, 3.36699, 2.41796], [6.24304, 2.40232, 0.74959], [4.74678, 2.42128, 0.60746], [4.32418, 1.51085, -0.36679], [6.70053, 3.18664, 1.78537], [6.67849, 2.80991, -0.17828], [6.64831, 1.45024, 0.88955], [4.44324, 3.46971, 0.42107], [4.27466, 2.15740, 1.61011], [4.45332, 0.62762, -0.00388], [7.58297, 3.41716, 1.54502]], "lowdin_charge": [-0.041, 0.086, 0.010, -0.045, -0.036, 0.053, -0.017, -0.030, 0.014, -0.045, 0.104, -0.008, -0.008, 0.005, 0.031, -0.026, 0.041, -0.023, -0.262, -0.252, -0.122, -0.049, 0.134, 0.120, 0.102, 0.133, 0.076, 0.101, -0.187, -0.272, -0.060, -0.096, 0.124, 0.101, 0.101, 0.123, 0.137, 0.080, -0.286, -0.256, -0.048, -0.048, 0.122, 0.111, 0.104, 0.135, 0.082, 0.006, -0.238, -0.227, -0.083, -0.029, 0.111, 0.127, 0.126, 0.101, 0.067, 0.056, -0.165, -0.238, -0.053, -0.046, 0.114, 0.084, 0.116, 0.095, 0.079, -0.040, -0.235, -0.242, -0.062, -0.097, 0.113, 0.131, 0.087, 0.163, 0.032, 0.144, -0.258, -0.170, -0.081, -0.036, 0.100, 0.076, 0.124, 0.139, 0.101, 0.089, -0.283, -0.186, -0.079, -0.067, 0.103, 0.091, 0.124, 0.114, 0.032, 0.077, -0.212, -0.228, -0.065, -0.039, 0.107, 0.128, 0.092, 0.110, 0.067, 0.018, -0.200, -0.260, -0.096, -0.094, 0.121, 0.096, 0.140, 0.104, 0.118, 0.032, -0.291, -0.248, -0.052, -0.035, 0.136, 0.099, 0.140, 0.123, 0.085, 0.078]}

***

2.
{"formula": "C29H56BF9N2O4PS", "method": "the ωB97M-V functional and the def2-TZVPD basis", "e_homo_ev": [-2.865, -2.860], "homo_lumo_gap_ev": [4.90, 4.90], "total_charge": -1, "s_squared": 2.01, "lumo_energy_ev": [2.040, 2.039], "multiplicity": 3, "symbols": ["C", "P", "C", "B", "C", "C", "C", "C", "C", "F", "F", "C", "F", "F", "S", "F", "F", "F", "F", "F", "C", "C", "O", "C", "O", "H", "H", "H", "H", "H", "H", "H", "H", "H", "H", "H", "H", "H", "H", "H", "H", "H", "H", "H", "H", "C", "C", "C", "C", "C", "C", "N", "O", "C", "C", "C", "H", "H", "H", "H", "H", "H", "H", "H", "H", "H", "H", "H", "H", "H", "H", "H", "H", "H", "C", "C", "C", "C", "C", "C", "N", "O", "C", "C", "C", "H", "H", "H", "H", "H", "H", "H", "H", "H", "H", "H", "H", "H", "H", "H", "H", "H", "H"], "xyz": [[0.17925, 0.42958, 2.90981], [0.65410, 0.04874, 1.15494], [-0.12416, -1.55387, 0.65961], [-0.03234, 1.51416, 0.03526], [-1.64441, 1.75479, 0.35291], [-2.57530, 1.47263, -0.83774], [-3.64221, 2.56553, -0.98171], [-4.83492, 2.11351, -1.81418], [-6.21421, 2.52346, -1.36992], [-6.72817, 1.63554, -0.50940], [-7.01356, 2.42437, -2.47228], [-6.36209, 3.98683, -0.88531], [-5.36209, 4.72853, -1.32336], [-7.46166, 4.50404, -1.43946], [-6.58756, 4.24464, 1.03457], [-7.43093, 5.58779, 0.78562], [-5.26825, 5.14809, 1.13736], [-5.69239, 2.95783, 1.35192], [-7.93275, 3.38631, 0.99423], [-6.80219, 4.43885, 2.61972], [0.89655, 2.81959, 0.46070], [1.86314, 3.21535, -0.60869], [2.60361, 4.44291, -0.22862], [3.85836, 4.18126, 0.12040], [4.83909, 4.77444, -0.34634], [-0.18740, 1.44252, 2.92683], [1.06075, 0.39430, 3.52332], [-0.58767, -0.21069, 3.31637], [-0.14167, -2.21319, 1.51203], [0.53503, -2.00287, -0.05548], [-1.11784, -1.45251, 0.26325], [0.16995, 1.20489, -1.13018], [-1.98611, 1.12589, 1.16440], [-1.79570, 2.77706, 0.67952], [-2.02424, 1.40246, -1.75885], [-3.10324, 0.54785, -0.64592], [-3.15671, 3.37728, -1.49519], [-3.86472, 2.92734, 0.00647], [-4.72706, 2.43088, -2.83388], [-4.85574, 1.03943, -1.84793], [0.32049, 3.69575, 0.73065], [1.50003, 2.57999, 1.32934], [1.37872, 3.47652, -1.52561], [2.58606, 2.42696, -0.74274], [4.02986, 3.43631, 0.90300], [7.15069, 2.05415, 3.49444], [5.94698, 1.09672, 3.58802], [6.23512, 0.00878, 4.61747], [7.29673, -0.98163, 4.14514], [6.90843, -1.58284, 2.79336], [6.53095, -0.55084, 1.72966], [5.62517, 0.50389, 2.26185], [4.41417, 0.06760, 2.26887], [7.79861, 0.09014, 1.13272], [5.86275, -1.27204, 0.56708], [4.78735, 1.95971, 4.06453], [7.20254, 2.67103, 4.39063], [8.11251, 1.55107, 3.42737], [7.05059, 2.72045, 2.63760], [5.31361, -0.53931, 4.83580], [6.54814, 0.47181, 5.55568], [8.27801, -0.50277, 4.08197], [7.39841, -1.78495, 4.87778], [7.72852, -2.19707, 2.41656], [6.06304, -2.25920, 2.95140], [7.53248, 0.89758, 0.45101], [8.35863, -0.65051, 0.56219], [8.48844, 0.48380, 1.87626], [5.01205, -1.86862, 0.88780], [6.57876, -1.94872, 0.10173], [5.51729, -0.56806, -0.18943], [4.55634, 2.73956, 3.33854], [5.05450, 2.44262, 5.00343], [3.88312, 1.38160, 4.24122], [-2.66482, -3.17189, -4.99404], [-2.09874, -3.44115, -3.58661], [-2.03005, -4.94471, -3.34063], [-3.40984, -5.57722, -3.17345], [-4.19756, -4.86805, -2.07031], [-4.24536, -3.34572, -2.20875], [-2.91290, -2.76789, -2.54018], [-2.21299, -2.64685, -1.46800], [-5.28054, -2.93694, -3.27399], [-4.76205, -2.75329, -0.90451], [-0.69317, -2.85709, -3.60246], [-1.92392, -3.43764, -5.74675], [-3.55086, -3.75472, -5.23448], [-2.90321, -2.11595, -5.12038], [-1.44096, -5.13964, -2.43942], [-1.49810, -5.42236, -4.16598], [-3.96691, -5.55498, -4.11430], [-3.29904, -6.63159, -2.91215], [-5.21828, -5.25369, -2.04320], [-3.74424, -5.12574, -1.10839], [-5.24332, -1.86199, -3.44917], [-6.28579, -3.17842, -2.93031], [-5.15736, -3.44387, -4.22879], [-4.17687, -3.07553, -0.04630], [-5.78751, -3.08035, -0.73947], [-4.75315, -1.66366, -0.93275], [-0.71969, -1.77958, -3.76471], [-0.12134, -3.30735, -4.41284], [-0.15295, -3.04718, -2.67782]], "mulliken_spin": [0.000, 0.000, 0.003, 0.001, -0.002, 0.004, 0.000, -0.006, 0.000, 0.000, 0.000, 0.000, 0.000, 0.000, 0.000, 0.000, 0.000, 0.000, 0.000, 0.000, 0.001, 0.000, 0.000, 0.002, 0.000, 0.000, 0.000, 0.000, 0.001, -0.002, 0.002, 0.000, 0.000, 0.000, 0.001, -0.003, 0.000, 0.000, 0.000, 0.006, 0.000, 0.000, 0.000, 0.000, -0.001, 0.014, 0.022, 0.020, -0.017, 0.017, 0.019, 0.312, 0.602, 0.021, -0.009, -0.006, 0.001, 0.001, -0.007, 0.003, 0.002, 0.000, 0.001, 0.002, 0.003, -0.009, 0.001, 0.002, 0.003, 0.001, -0.001, -0.002, 0.000, 0.003, 0.011, 0.030, 0.022, -0.016, 0.018, 0.018, 0.314, 0.598, 0.020, -0.020, -0.010, 0.001, 0.001, -0.006, 0.001, 0.001, 0.000, 0.001, 0.001, 0.004, -0.010, 0.001, 0.002, 0.002, 0.000, 0.007, 0.000, 0.000, 0.002]}

***

- multiplicity of number 1 (C22H78O28)?
  1

***

- Which value of multiplicity does entry 1 give?
  1